Entry from the Open Molecules 2025 dataset: a molecular structure, C4H7NOSi in a non-equilibrium geometry (the ωB97M-V functional and the def2-TZVPD basis).

Kohn-Sham gap (spin up / spin down) (eV): 5.6 / 7.0
HOMO (spin up / spin down) (eV): -4.898 / -8.526
Energy (eV): -15672.14596
ΔE to the lowest compared entry with this formula, charge and spin (kcal per mole): 1.6
LUMO energy (spin up / spin down) (eV): 0.717 / -1.513
Spin multiplicity: 3
F_max (eV/A): 8.8

```
14
Properties=species:S:1:pos:R:3:forces:R:3
C 0.743 0.154 1.566 -6.1 -0.6 3.6
C -0.583 -0.339 1.712 3.9 2.7 4.0
C 1.602 -0.003 0.535 4.0 1.3 -0.9
C -1.286 -0.837 0.713 -1.2 -2.5 -8.4
N -0.680 0.976 -1.897 3.7 0.4 -0.9
O 1.451 -0.530 -0.654 -1.3 -0.3 -2.1
Si -0.088 -0.616 -1.371 -1.7 0.9 3.8
H 1.015 0.761 2.416 0.7 -0.1 0.0
H -1.079 -0.232 2.698 0.5 0.2 -0.4
H 2.578 0.454 0.691 0.1 -0.3 -0.2
H -2.338 -0.908 0.435 0.2 0.2 1.0
H -1.549 1.270 -2.272 -1.0 -0.4 0.0
H 0.046 1.635 -2.369 -1.5 -1.7 1.2
H 0.169 -1.785 -2.203 -0.4 0.0 -0.5
```
Positions in Å, forces in eV/Å.